(1)
# C46H42F4LiN7Si2Te

A structure of composition C46H42F4LiN7Si2Te (wB97M-V/def2-TZVPD, the OMol25 dataset).

Results
- Spin multiplicity: 1
- Charge: -2
- HOMO-LUMO gap: 0.2095 Eh
- E: -3415.5550 Eh
- Energy above the lowest of the compared OMol25 structures with the same formula, charge and spin: 46.6 kcal per mole
- E_HOMO: -2.1 eV

XYZ file:
```
103
Properties=species:S:1:pos:R:3:forces:R:3:mulliken_charge:R:1
Li -0.7833 -0.4959 0.1895 -0.1 -0.4 -0.1 0.86
C 0.2859 -1.4465 -4.1067 0.0 0.0 0.1 -0.59
C 0.3000 -0.9030 -2.8115 0.1 0.0 -0.1 -1.11
N -0.6272 -1.1267 -1.9127 -0.1 0.2 0.0 1.73
C -1.6924 -1.9015 -2.2449 0.0 0.0 0.0 -0.71
C -1.7892 -2.5080 -3.5140 0.0 -0.1 -0.1 1.65
C -0.7577 -2.2583 -4.4458 0.0 0.0 0.0 -1.17
C -2.8781 -3.3677 -3.8082 0.0 0.0 0.0 -1.14
C -3.8015 -3.6030 -2.8338 0.0 0.0 0.0 -0.94
C -3.7304 -2.9971 -1.5647 0.0 0.0 0.1 -1.19
C -2.7024 -2.1227 -1.2214 0.1 0.0 0.0 -0.37
N -2.4394 -1.5195 -0.0346 -0.1 0.1 0.0 0.73
C -3.2075 -1.5955 1.0760 0.1 0.0 0.1 -0.82
C -4.5749 -1.8343 1.2052 0.0 0.0 -0.1 -0.78
C -5.2049 -1.8928 2.4618 0.0 0.0 0.0 -0.94
C -4.5182 -1.7341 3.6310 0.0 0.0 0.0 -0.83
C -3.1303 -1.4443 3.5675 -0.1 0.0 0.1 0.83
C -2.3372 -1.2651 4.7225 0.0 0.0 0.0 -0.90
C -1.0111 -0.9685 4.6013 0.0 0.0 -0.1 -1.42
C -0.4825 -0.8023 3.3078 0.1 0.1 0.1 -0.58
N -1.1875 -0.9632 2.2174 0.1 0.0 -0.1 0.75
C -2.4929 -1.3274 2.3171 0.0 0.0 0.0 0.75
H 1.1028 -1.2490 -4.7879 0.0 0.0 0.0 0.47
H 1.1243 -0.2731 -2.5007 0.0 0.0 0.0 0.53
H -0.7989 -2.7360 -5.4179 0.0 0.0 0.0 0.37
H -2.9347 -3.8409 -4.7801 0.0 0.0 0.0 0.39
H -4.6224 -4.2855 -3.0271 0.0 0.0 0.0 0.36
H -4.4683 -3.2822 -0.8335 0.0 0.0 0.0 0.53
H -5.1891 -1.9356 0.3249 0.0 0.0 0.0 0.56
H -6.2727 -2.0829 2.4905 0.0 0.0 0.0 0.35
H -5.0028 -1.8120 4.5967 0.0 0.0 0.0 0.37
H -2.7997 -1.3730 5.6979 0.0 0.0 0.0 0.38
H -0.3685 -0.8334 5.4607 0.0 0.0 0.0 0.49
H 0.5552 -0.5089 3.1840 0.0 0.0 0.0 0.84
F 0.2899 -4.1932 -0.8122 -0.1 -0.1 0.1 -0.49
C 1.3185 -3.6915 -1.5051 0.1 0.1 0.0 0.52
C 1.5542 -4.1881 -2.7683 0.1 0.0 0.0 0.16
F 0.7259 -5.1488 -3.2096 -0.1 -0.1 -0.1 -0.46
C 2.5645 -3.7002 -3.6164 0.0 0.1 0.2 0.51
C 3.3270 -2.6750 -3.0289 -0.1 -0.1 0.0 0.51
C 3.0900 -2.1882 -1.7607 -0.1 -0.1 0.0 0.55
F 3.8802 -1.1929 -1.3139 0.0 0.1 0.0 -0.46
C 2.0689 -2.6611 -0.9468 0.0 0.0 -0.2 0.63
C 1.7472 -2.0614 0.3602 0.0 0.0 0.0 0.10
C 1.6156 -0.7156 0.5071 0.2 0.2 0.2 -0.86
N 1.5575 0.4437 0.7029 -0.2 -0.4 -0.3 0.35
C 1.6040 -2.8490 1.5282 0.1 -0.1 0.1 -0.23
N 1.5157 -3.4907 2.4850 0.0 0.0 0.0 -0.79
F 4.3465 -2.1238 -3.7117 0.1 0.1 -0.1 -0.42
C 2.7790 -4.1847 -4.9552 0.0 0.1 0.1 0.21
C 3.6622 -3.5653 -5.8654 0.1 0.0 -0.1 0.15
N 4.3574 -3.1012 -6.6675 0.0 0.0 0.0 -0.81
C 2.1247 -5.3198 -5.4804 0.0 -0.1 0.0 0.12
N 1.6426 -6.2523 -5.9698 0.0 0.0 0.0 -0.82
C 4.2959 1.8141 6.6501 0.0 0.0 0.1 -1.60
C 3.4811 1.8845 5.3872 0.0 0.0 0.0 0.76
C 2.1317 2.1923 5.4158 0.0 0.0 0.0 -1.11
C 1.3663 2.2493 4.2498 0.1 0.0 0.1 1.34
C -0.0813 2.6595 4.4029 -0.1 0.0 0.0 -1.78
C 1.9492 1.9600 3.0053 -0.1 0.0 0.0 -0.59
Te 0.5359 2.2499 1.2740 0.0 0.6 0.1 0.38
C 3.3304 1.7048 2.9643 0.0 0.0 0.0 1.57
C 4.0927 1.5089 1.6799 0.0 0.0 -0.1 -1.50
C 4.0633 1.6644 4.1472 0.0 0.0 0.0 -0.89
H 3.6693 1.9792 7.5276 0.0 0.0 0.0 0.35
H 5.0876 2.5675 6.6585 0.0 0.0 0.0 0.32
H 4.7756 0.8392 6.7599 0.0 0.0 0.0 0.33
H 1.6541 2.4028 6.3692 0.0 0.0 0.0 0.18
H -0.3175 2.7960 5.4602 0.0 0.0 0.0 0.37
H -0.7668 1.9180 3.9929 0.0 -0.1 0.0 0.21
H -0.3001 3.6032 3.8966 0.0 0.0 0.0 0.36
H 3.7859 2.2362 0.9262 0.0 0.0 0.0 0.15
H 3.9338 0.5217 1.2492 0.0 0.0 0.0 0.16
H 5.1626 1.6283 1.8588 0.0 0.0 0.0 0.42
H 5.1282 1.4550 4.0907 0.0 0.0 0.0 0.33
C -3.3043 2.2765 -2.1242 0.0 0.0 0.0 -0.96
Si -2.2145 2.7271 -0.6528 0.0 0.1 0.0 0.66
C -2.2334 4.6097 -0.4521 0.0 0.0 0.0 -1.24
C -3.1099 2.0528 0.8591 0.0 0.0 0.0 -0.52
C -0.4995 2.0221 -0.8672 0.1 -0.1 0.1 2.29
Si 0.6663 2.8233 -2.0790 0.0 0.1 0.0 1.09
C 0.0385 2.7067 -3.8600 0.0 0.0 0.1 -1.13
C 0.9047 4.6648 -1.7132 0.0 -0.1 0.0 -1.24
C 2.4135 2.0982 -2.0938 0.0 0.0 0.0 -0.85
H -4.3339 2.6058 -1.9577 0.0 0.0 0.0 0.39
H -3.3198 1.1909 -2.2529 0.0 0.0 0.0 0.15
H -2.9524 2.7169 -3.0578 0.0 0.0 0.0 0.28
H -3.2019 4.9108 -0.0426 0.0 0.0 0.0 0.35
H -2.0903 5.1385 -1.3962 0.0 0.0 0.0 0.27
H -1.4585 4.9498 0.2392 0.0 0.0 0.0 0.27
H -4.0956 2.5250 0.9215 0.0 0.0 0.0 0.50
H -2.5822 2.2439 1.7951 0.0 0.0 0.0 0.13
H -3.2675 0.9755 0.7794 0.0 0.0 0.0 -0.11
H -0.7103 1.0052 -1.2316 0.2 0.1 0.0 -2.50
H -0.9103 3.2317 -3.9880 0.0 0.0 0.0 0.27
H -0.1171 1.6658 -4.1536 0.0 0.0 0.0 0.19
H 0.7617 3.1461 -4.5533 0.0 0.0 0.0 0.36
H 0.0213 5.2650 -1.9331 0.0 0.0 0.0 0.30
H 1.7259 5.0371 -2.3324 0.0 0.0 0.0 0.40
H 1.1761 4.8273 -0.6682 0.0 0.0 0.0 0.24
H 2.5336 1.2895 -2.8167 0.0 0.0 0.0 0.30
H 2.7362 1.7214 -1.1233 0.0 0.0 0.0 -0.06
H 3.1122 2.8865 -2.3885 0.0 0.0 0.0 0.49
```
Positions in Å, forces in eV/Å.

---

(2)
# C46H43AsBCl2N7O3P2Se2Sr

A structure of composition C46H43AsBCl2N7O3P2Se2Sr (wB97M-V/def2-TZVPD, the OMol25 dataset).

Results
- Spin multiplicity: 1
- Charge: -2
- HOMO-LUMO gap: 0.2425 Eh
- E: -11085.3568 Eh
- Energy above the lowest of the compared OMol25 structures with the same formula, charge and spin: 6.3 kcal per mole
- E_HOMO: -2.9 eV

XYZ file:
```
108
Properties=species:S:1:pos:R:3:forces:R:3:mulliken_charge:R:1
Sr -0.0962 0.6867 -0.3116 0.2 0.4 0.0 1.80
Cl 1.8011 -1.8219 -4.7130 0.0 0.0 0.0 -0.27
C 2.8310 -1.1891 -3.4572 -0.1 0.2 0.2 0.45
C 4.2021 -1.4392 -3.5300 0.1 0.0 0.0 -0.67
C 5.0554 -0.9717 -2.5696 0.0 0.0 0.0 0.74
Cl 6.7717 -1.3149 -2.7067 0.0 0.0 0.0 -0.32
C 4.5692 -0.2234 -1.4735 -0.1 0.0 0.1 0.09
C 5.3661 0.2940 -0.4277 0.0 0.0 0.0 -0.77
C 4.7835 0.9917 0.5902 0.0 0.0 0.0 -0.89
C 3.3881 1.1840 0.5804 0.0 0.0 0.0 -0.55
N 2.6281 0.7213 -0.3801 -0.1 0.0 0.1 0.34
C 3.1781 0.0281 -1.4037 0.0 0.0 0.0 -0.20
C 2.2366 -0.4432 -2.4204 0.0 -0.1 -0.1 -0.15
O 0.9973 -0.1943 -2.3306 0.0 0.0 0.0 -0.45
H 4.5897 -2.0139 -4.3615 0.0 0.0 0.0 0.41
H 6.4349 0.1268 -0.4457 0.0 0.0 0.0 0.37
H 5.3771 1.3932 1.4017 0.0 0.0 0.0 0.42
H 2.8869 1.7235 1.3794 0.0 0.0 0.0 0.42
Se -2.2127 7.2382 1.9725 -0.1 0.1 0.0 -0.36
P -0.5544 6.8935 0.7148 -0.1 0.1 -0.1 1.14
C 0.9083 7.8877 1.1651 -0.1 -0.1 0.0 0.08
C 2.1494 7.5590 0.6239 0.0 0.0 0.0 -0.18
C 3.2632 8.3166 0.9488 0.0 0.0 0.0 -0.68
C 3.1398 9.4073 1.8015 0.0 0.0 0.0 -0.45
C 1.9029 9.7347 2.3362 0.0 0.0 0.0 -0.69
C 0.7871 8.9719 2.0211 0.0 0.0 0.1 -0.36
C -0.9429 7.3833 -0.9916 0.2 0.1 0.1 0.55
C -0.5760 8.6495 -1.4395 0.0 -0.1 0.0 -0.57
C -0.9792 9.0860 -2.6930 0.0 0.0 0.0 -0.62
C -1.7502 8.2605 -3.4971 0.0 0.0 -0.1 -0.59
C -2.1156 6.9973 -3.0530 0.0 0.0 0.0 -0.64
C -1.7094 6.5542 -1.8056 -0.1 -0.1 0.1 -0.23
C 0.0453 5.2191 0.5727 -0.2 -0.1 -0.1 1.03
C 0.1156 4.1162 1.4256 0.1 0.0 0.0 -1.75
N 0.6137 3.1056 0.6933 -0.1 -0.1 0.1 0.60
N 0.8304 3.5531 -0.5315 0.0 -0.1 -0.2 -0.43
N 0.4990 4.8186 -0.6358 0.1 0.0 0.0 -0.50
P -0.2965 3.8297 3.1410 -0.1 0.1 0.0 0.36
Se 0.6661 2.1659 3.9994 0.0 -0.1 0.0 -0.39
C 0.2313 5.3549 3.9769 0.0 0.0 0.1 0.28
C 1.5791 5.6919 3.8597 0.0 0.0 0.0 -0.45
C 2.0871 6.7825 4.5425 0.0 0.1 -0.1 -0.62
C 1.2488 7.5458 5.3447 0.0 0.1 0.0 -0.53
C -0.0926 7.2155 5.4606 0.0 0.0 0.1 -0.70
C -0.6033 6.1193 4.7803 0.0 0.0 -0.1 0.09
C -2.1037 3.7170 3.2019 0.1 0.0 0.0 0.56
C -2.7255 3.4471 4.4207 0.0 0.0 0.0 -0.33
C -4.1012 3.3086 4.4770 0.0 0.0 0.0 -0.68
C -4.8565 3.4059 3.3134 0.0 0.0 0.0 -0.57
C -4.2372 3.6410 2.0973 0.0 0.0 0.0 -0.99
C -2.8604 3.8037 2.0395 0.0 0.0 0.0 0.16
H 2.2349 6.7078 -0.0416 0.0 0.0 0.0 0.40
H 4.2302 8.0563 0.5355 0.0 0.0 0.0 0.40
H 4.0131 9.9987 2.0528 0.0 0.0 0.0 0.35
H 1.8070 10.5802 3.0076 0.0 0.0 0.0 0.41
H -0.1845 9.1932 2.4490 0.0 0.0 0.0 0.35
H 0.0230 9.2945 -0.8098 0.0 0.0 0.0 0.32
H -0.6919 10.0718 -3.0401 0.0 0.0 0.0 0.38
H -2.0603 8.5994 -4.4790 0.0 0.0 0.0 0.36
H -2.7084 6.3351 -3.6686 0.0 0.0 0.0 0.44
H -1.9956 5.5597 -1.4795 0.0 0.1 0.0 0.17
H 2.2267 5.0830 3.2397 0.0 0.0 0.0 0.32
H 3.1302 7.0524 4.4296 0.0 0.0 0.0 0.42
H 1.6413 8.4096 5.8697 0.0 0.0 0.0 0.38
H -0.7498 7.8191 6.0754 0.0 0.0 0.0 0.37
H -1.6579 5.8830 4.8391 0.0 0.0 0.0 0.48
H -2.1200 3.3115 5.3090 0.0 0.0 0.0 0.46
H -4.5838 3.0980 5.4238 0.0 0.0 0.0 0.37
H -5.9318 3.2775 3.3554 0.0 0.0 0.0 0.39
H -4.8149 3.6904 1.1829 0.0 0.0 0.0 0.51
H -2.3831 3.9741 1.0836 0.0 0.0 0.0 0.09
N -1.2729 -4.0070 0.1450 0.0 0.1 0.1 -0.38
N -0.3583 -3.2402 0.9020 0.0 -0.1 0.0 -0.25
C -0.4508 -1.8355 0.8256 -0.2 -0.4 0.1 0.59
O 0.5717 -1.2163 1.2039 0.4 0.1 0.1 -0.79
O -1.4914 -1.3012 0.3845 -0.3 0.1 -0.2 -0.63
H -1.3208 -4.9338 0.5459 0.0 0.0 0.0 0.23
H -0.9878 -4.0620 -0.8272 0.0 0.0 0.0 0.13
H 0.6138 -3.5073 0.8204 0.0 0.0 0.0 0.24
B -3.6975 3.4016 -2.9871 0.0 0.1 -0.1 0.79
C -2.8367 2.6788 -1.8735 0.1 -0.1 0.2 -0.56
N -2.2063 2.1496 -1.0581 0.0 0.0 -0.1 -0.29
H -4.6141 3.9840 -2.4428 0.0 0.0 0.0 -0.26
H -2.9691 4.1816 -3.5704 0.0 -0.1 0.0 -0.29
H -4.1081 2.5620 -3.7639 0.0 0.0 0.0 -0.20
C -2.6709 -3.3628 -4.2031 0.0 0.0 0.0 -1.25
As -1.8974 -2.1072 -2.8893 -0.1 -0.1 0.0 0.34
C -1.9135 -0.5473 -4.0695 0.0 0.1 0.0 -0.96
C -3.5419 -1.7356 -1.8213 0.1 0.0 -0.1 -1.21
C -4.8038 -1.5783 -2.5942 -0.1 0.0 0.0 0.19
C -5.1910 -0.3283 -3.0829 0.0 -0.1 0.1 -0.10
C -6.3514 -0.1795 -3.8236 -0.1 0.0 0.0 -0.71
C -7.1604 -1.2774 -4.0905 0.0 0.0 0.0 -0.38
C -6.7966 -2.5241 -3.6001 0.0 0.0 0.0 -0.58
C -5.6330 -2.6694 -2.8584 0.0 0.0 0.0 -0.25
H -3.5666 -2.9551 -4.6736 0.0 0.0 0.0 0.32
H -2.9184 -4.3079 -3.7158 0.0 0.0 0.0 0.34
H -1.9164 -3.5550 -4.9669 0.0 0.0 0.0 0.39
H -2.8410 -0.4763 -4.6357 -0.1 0.0 0.0 0.42
H -1.0677 -0.6226 -4.7520 0.0 0.0 0.0 0.39
H -1.7853 0.3604 -3.4795 0.0 0.0 0.0 0.06
H -3.3091 -0.8365 -1.2531 0.0 0.0 0.0 0.35
H -3.5924 -2.5498 -1.0998 0.0 0.0 0.0 0.72
H -4.5831 0.5398 -2.8677 0.1 0.1 0.0 0.39
H -6.6255 0.8050 -4.1848 0.0 0.0 0.0 0.44
H -8.0695 -1.1608 -4.6696 0.0 0.0 0.0 0.36
H -7.4245 -3.3874 -3.7939 0.0 0.0 0.0 0.36
H -5.3545 -3.6459 -2.4749 0.0 0.0 0.0 0.35
```
Positions in Å, forces in eV/Å.

---

Q: Which formula does entry 2 have?
A: C46H43AsBCl2N7O3P2Se2Sr

---

Q: Which of these has the lowest energy above the lowest of the compared OMol25 structures with the same formula, charge and spin?
A: C46H43AsBCl2N7O3P2Se2Sr

---

Q: What is the formula in the first record?
A: C46H42F4LiN7Si2Te

---

Q: Number 1 is which compound?
A: C46H42F4LiN7Si2Te